(1)
Formula: C6H10O
Source: the Open Molecules 2025 dataset
Level of theory: ωB97M-V with the def2-TZVPD basis set

XYZ file:
```
17
Properties=species:S:1:pos:R:3
C 0.3926 2.1367 -0.5736
C 0.6492 0.5493 -0.5241
C 0.3737 -0.8233 1.3686
C -0.4189 -1.4400 0.0918
C -1.8383 -0.9614 -0.5302
C -0.6915 0.1032 -0.4947
H 0.4762 2.3824 -1.8033
H 1.3836 2.4090 -0.3429
H -0.2708 2.5653 0.1567
H 1.1051 -0.0265 -1.4687
H 1.0450 -1.5897 1.8933
H -0.6426 -0.1048 1.9278
H 0.3101 -1.8499 -0.7631
H -1.9860 -1.4619 -1.3683
H -2.5459 -0.8225 0.3148
H -0.8624 0.6482 0.4734
O 1.3984 0.0580 0.6192
```

Output
HOMO energy in hartree: -0.31536
HOMO-LUMO gap in eV: 9.56
Energy relative to the best compared isomer or geometry (same formula, charge and spin) in kJ/mol: 741.5
E in Ha: -309.55994
F_max in eV Å⁻¹: 7.561

***

(2)
Formula: C3H12P4
Source: the Open Molecules 2025 dataset
Level of theory: ωB97M-V with the def2-TZVPD basis set

XYZ file:
```
19
Properties=species:S:1:pos:R:3
C -1.3080 -0.3220 -1.6958
C 3.4641 0.4018 0.8730
C -1.1236 -0.1514 -0.2040
P -0.7386 -1.7278 0.6928
P -2.4647 0.7741 0.6560
P 1.9878 -0.1281 -0.3676
P 0.2492 1.1147 0.2836
H -0.6673 -1.1049 -2.1044
H -2.3552 -0.6364 -1.7380
H -1.2941 0.5384 -2.3594
H 3.7350 1.4630 0.7922
H 4.4248 -0.0473 0.5290
H 3.2340 0.0829 1.8340
H -1.6313 -1.3654 1.7929
H -1.8283 -2.4069 0.0123
H -3.6682 0.1248 0.2362
H -2.6814 1.5719 -0.4159
H 2.5243 0.8989 -1.1755
H 0.1415 0.9198 2.3587
```

Output
HOMO energy in hartree: -0.31785
HOMO-LUMO gap in eV: 8.30
Energy relative to the best compared isomer or geometry (same formula, charge and spin) in kJ/mol: 184.5
E in Ha: -1486.74370
F_max in eV Å⁻¹: 3.418

***

(3)
Formula: C6H10O
Source: the Open Molecules 2025 dataset
Level of theory: ωB97M-V with the def2-TZVPD basis set

XYZ file:
```
17
Properties=species:S:1:pos:R:3
C -1.8898 -0.7466 -0.5171
C -0.6415 -0.0469 -0.0630
C -0.0230 1.1159 -0.8460
C 1.3814 0.5176 -0.5752
C 0.7450 -0.7126 0.1426
C 0.3890 -0.5841 1.6115
O -0.6904 0.2144 1.3733
H -2.7470 -0.0657 -0.4773
H -1.7737 -1.1059 -1.5443
H -2.0922 -1.5993 0.1382
H -0.3050 1.0937 -1.9047
H -0.2337 2.1097 -0.4434
H 2.0388 1.1131 0.0615
H 1.9178 0.2407 -1.4871
H 1.0172 -1.7021 -0.2300
H 1.7445 0.4586 2.2500
H 1.1626 -0.3005 2.5112
```

Output
HOMO energy in hartree: -0.28344
HOMO-LUMO gap in eV: 8.48
Energy relative to the best compared isomer or geometry (same formula, charge and spin) in kJ/mol: 514.1
E in Ha: -309.64656
F_max in eV Å⁻¹: 0.371

***

(4)
Formula: C9H15NO2
Source: the Open Molecules 2025 dataset
Level of theory: ωB97M-V with the def2-TZVPD basis set

XYZ file:
```
27
Properties=species:S:1:pos:R:3
C 1.2932 1.7939 0.8094
C -0.9172 -1.8159 -0.4883
C 1.0266 0.6909 1.5066
C 0.0332 -0.2835 1.0552
C 2.0787 2.9409 1.3570
C 1.4964 0.4686 2.9177
C -2.0190 -0.1180 -1.9623
C -0.5519 -1.9344 -2.8908
C -1.5847 -1.5716 -1.8076
N -1.0245 -0.4248 1.7153
O 0.0869 -0.9823 -0.1775
O -1.9288 -1.2061 1.3041
H 0.8850 1.9074 -0.1848
H -0.8103 -2.8458 -0.1566
H 3.0894 2.6382 1.6276
H 2.1362 3.7524 0.6385
H 1.5965 3.3136 2.2614
H 1.4689 -0.5889 3.1668
H 2.5073 0.8441 3.0556
H 0.8381 0.9925 3.6121
H -2.7946 0.1203 -1.2384
H -1.1699 0.5392 -1.7911
H -2.3997 0.0617 -2.9642
H -0.9823 -1.7933 -3.8777
H 0.3209 -1.2901 -2.8019
H -0.2286 -2.9671 -2.7962
H -2.4457 -2.2418 -1.8897
```

Output
HOMO energy (spin up / spin down) in hartree: -0.21836 / -0.32967
HOMO-LUMO gap (spin up / spin down) in eV: 6.70 / 7.41
Spin multiplicity: 3
Energy relative to the best compared isomer or geometry (same formula, charge and spin) in kJ/mol: 85.4
E in Ha: -556.94235
F_max in eV Å⁻¹: 4.911

***

Q: The highest F_max belongs to which entry?
A: number 1

***

Q: Which of these has the highest energy relative to the best compared isomer or geometry (same formula, charge and spin)?
A: number 1